P | C30H86N4O18 | wB97M-V/def2-TZVPD

Cartesian coordinates (Å):
C1 -6.975 -1.587 0.879
O1 -8.097 -0.823 1.255
C2 -9.083 -0.713 0.268
C3 -10.146 0.360 0.653
C4 -10.908 -0.018 1.967
N1 -11.196 0.511 -0.351
H1 -7.145 -2.624 0.587
H2 -6.304 -1.671 1.734
H3 -6.333 -1.027 0.199
H4 -8.638 -0.302 -0.638
H5 -9.528 -1.699 0.130
H6 -9.685 1.340 0.776
H7 -10.248 -0.390 2.751
H8 -11.736 -0.709 1.810
H9 -11.301 0.944 2.296
H10 -11.693 -0.368 -0.391
H11 -10.761 0.560 -1.261
C5 -4.868 6.291 -7.961
O2 -4.308 6.524 -6.698
C6 -4.772 5.669 -5.665
C7 -3.897 4.400 -5.604
C8 -4.393 3.314 -4.691
N2 -2.515 4.715 -5.224
H12 -4.726 7.111 -8.665
H13 -5.944 6.165 -7.833
H14 -4.507 5.404 -8.481
H15 -4.598 6.177 -4.716
H16 -5.826 5.418 -5.782
H17 -3.789 3.951 -6.591
H18 -5.357 2.915 -5.008
H19 -4.561 3.746 -3.705
H20 -3.706 2.471 -4.632
H21 -2.233 5.493 -5.804
H22 -2.577 5.123 -4.302
C9 6.943 -3.480 7.675
O3 6.770 -2.844 6.368
C10 5.489 -2.240 6.229
C11 5.384 -1.528 4.780
C12 6.318 -0.314 4.583
N3 3.971 -1.135 4.558
H23 6.203 -4.267 7.816
H24 6.736 -2.717 8.425
H25 7.950 -3.851 7.865
H26 4.603 -2.862 6.361
H27 5.252 -1.562 7.048
H28 5.485 -2.150 3.891
H29 7.358 -0.636 4.544
H30 6.153 0.441 5.352
H31 6.122 0.118 3.601
H32 3.967 -0.749 3.625
H33 3.762 -0.305 5.094
C13 2.935 -3.276 -5.392
O4 2.087 -2.109 -5.384
C14 1.290 -1.945 -6.607
C15 0.262 -0.751 -6.439
C16 -0.642 -0.666 -7.659
N4 0.930 0.598 -6.361
H34 2.416 -4.190 -5.680
H35 3.318 -3.582 -4.418
H36 3.756 -3.060 -6.076
H37 1.934 -1.844 -7.481
H38 0.700 -2.848 -6.765
H39 -0.367 -0.893 -5.560
H40 -1.207 -1.590 -7.783
H41 -0.128 -0.438 -8.592
H42 -1.353 0.154 -7.557
H43 1.584 0.703 -5.599
H44 0.212 1.241 -6.057
O5 -3.372 -7.219 -2.077
C17 -2.235 -6.371 -1.834
C18 -1.122 -6.470 -2.911
O6 -0.310 -7.614 -2.716
H45 -3.861 -7.264 -1.252
H46 -2.600 -5.359 -2.008
H47 -1.744 -6.438 -0.863
H48 -0.645 -5.490 -2.946
H49 -1.567 -6.573 -3.901
H50 -0.593 -8.324 -3.296
O7 1.879 -4.565 2.650
C19 2.751 -5.615 2.306
C20 3.144 -5.497 0.820
O8 3.856 -4.314 0.581
H51 2.380 -3.807 2.959
H52 3.713 -5.548 2.813
H53 2.191 -6.498 2.612
H54 2.251 -5.437 0.198
H55 3.735 -6.350 0.487
H56 3.263 -3.560 0.616
O9 3.040 5.762 -1.437
C21 3.173 6.431 -0.125
C22 1.706 6.866 0.203
O10 0.855 5.778 0.594
H57 3.233 4.825 -1.358
H58 3.600 5.774 0.633
H59 3.795 7.322 -0.212
H60 1.186 7.362 -0.616
H61 1.715 7.607 1.002
H62 0.116 5.895 -0.007
O11 2.289 2.142 7.840
C23 1.870 3.441 7.434
C24 2.396 3.731 6.037
O12 1.625 3.019 4.985
H63 2.922 2.225 8.557
H64 0.786 3.354 7.519
H65 2.142 4.159 8.207
H66 3.463 3.537 5.927
H67 2.198 4.793 5.888
H68 1.318 3.611 4.294
O13 -1.877 -0.088 6.407
C25 -1.771 -1.410 6.792
C26 -1.431 -1.528 8.202
O14 -0.029 -1.806 8.460
H69 -1.073 0.414 6.257
H70 -2.712 -1.941 6.651
H71 -1.013 -1.806 6.116
H72 -1.949 -2.417 8.561
H73 -1.673 -0.667 8.825
H74 0.575 -1.083 8.276
O15 2.237 0.091 -0.253
C27 0.982 0.480 -0.771
C28 -0.193 -0.150 -0.014
O16 -0.246 -1.575 -0.128
H75 2.894 0.303 -0.920
H76 0.933 1.568 -0.819
H77 0.958 0.066 -1.778
H78 -1.157 0.183 -0.400
H79 -0.125 0.220 1.009
H80 0.292 -1.935 0.581
O17 6.886 2.258 -1.530
C29 7.434 1.685 -2.684
C30 6.585 0.458 -3.162
O18 5.329 0.840 -3.727
H81 7.537 2.887 -1.209
H82 7.460 2.403 -3.504
H83 8.454 1.377 -2.452
H84 6.398 -0.192 -2.307
H85 7.145 -0.128 -3.890
H86 4.772 0.077 -3.897

Summary:
lowest unoccupied orbital energy = 0.211 eV
SMILES = COC[C@H](C)N.COC[C@H](C)N.COC[C@H](C)N.COC[C@H](C)N.OCCO.OCCO.OCCO.OCCO.OCCO.OCCO.OCCO
frontier orbital gap = 9.56 eV

---

Q | C30H86N4O18 | wB97M-V/def2-TZVPD

Cartesian coordinates (Å):
C1 12.487 12.427 12.682
O1 13.235 12.214 13.845
C2 14.233 11.201 13.631
C3 14.898 10.919 14.979
C4 16.258 10.135 14.897
N1 14.038 10.131 15.899
H1 13.109 12.834 11.882
H2 11.757 13.218 12.864
H3 11.957 11.525 12.322
H4 13.818 10.228 13.320
H5 15.000 11.576 12.967
H6 15.017 11.886 15.520
H7 16.058 9.164 14.474
H8 16.764 9.980 15.842
H9 16.908 10.699 14.247
H10 13.147 10.627 16.061
H11 13.758 9.254 15.442
C5 8.348 7.573 14.171
O2 8.267 8.685 14.965
C6 9.539 9.327 14.884
C7 9.568 10.658 15.678
C8 8.498 11.581 15.160
N2 10.914 11.187 15.701
H12 8.569 7.817 13.151
H13 7.413 7.006 14.165
H14 9.123 6.838 14.467
H15 10.353 8.734 15.318
H16 9.788 9.432 13.760
H17 9.357 10.320 16.695
H18 8.618 11.695 14.075
H19 8.506 12.569 15.586
H20 7.501 11.167 15.314
H21 11.051 11.837 16.489
H22 11.144 11.815 14.905
C9 9.075 17.850 16.866
O3 9.299 17.058 15.607
C10 8.145 16.287 15.323
C11 8.051 16.209 13.811
C12 6.760 15.466 13.386
N3 9.186 15.393 13.349
H23 9.262 17.197 17.748
H24 8.093 18.335 16.908
H25 9.834 18.624 16.928
H26 8.188 15.301 15.810
H27 7.268 16.858 15.615
H28 8.001 17.209 13.406
H29 6.648 15.272 12.315
H30 5.905 16.012 13.786
H31 6.744 14.492 13.932
H32 9.091 15.013 12.418
H33 10.047 15.955 13.364
C13 12.430 15.646 10.510
O4 13.849 15.506 10.745
C14 14.452 15.501 9.462
C15 15.875 14.916 9.497
C16 16.483 15.236 8.129
N4 15.733 13.420 9.667
H34 11.999 14.683 10.049
H35 12.127 16.441 9.841
H36 11.908 15.736 11.454
H37 13.877 14.910 8.755
H38 14.470 16.523 9.074
H39 16.504 15.419 10.197
H40 15.732 15.087 7.313
H41 17.288 14.573 7.885
H42 16.805 16.283 8.010
H43 15.109 13.287 10.468
H44 16.545 12.831 9.857
O5 18.021 15.297 17.051
C17 17.671 14.890 18.359
C18 17.038 16.010 19.160
O6 15.796 16.492 18.632
H45 17.262 15.393 16.462
H46 17.109 13.973 18.326
H47 18.604 14.727 18.885
H48 17.701 16.878 19.323
H49 16.843 15.576 20.154
H50 15.807 16.773 17.717
O7 13.815 18.407 19.321
C19 13.968 19.266 18.200
C20 13.575 18.647 16.814
O8 12.410 17.876 16.819
H51 14.527 17.737 19.231
H52 13.271 20.066 18.516
H53 14.943 19.739 18.221
H54 14.433 18.138 16.351
H55 13.503 19.507 16.103
H56 12.647 16.944 16.923
O9 12.467 15.617 19.839
C21 13.448 14.814 20.503
C22 13.573 13.400 20.002
O10 14.282 13.402 18.785
H57 12.731 16.558 19.753
H58 14.385 15.313 20.472
H59 13.131 14.667 21.510
H60 12.638 12.773 19.935
H61 14.213 12.828 20.708
H62 14.297 12.471 18.503
O11 10.209 19.145 13.828
C23 10.816 18.907 12.634
C24 12.162 18.317 12.905
O12 11.963 17.176 13.739
H63 9.849 18.338 14.248
H64 10.232 18.247 11.968
H65 11.077 19.852 12.104
H66 12.859 19.020 13.374
H67 12.606 17.910 11.992
H68 11.869 17.490 14.635
O13 12.929 9.036 19.668
C25 12.308 9.987 18.787
C26 11.034 10.455 19.355
O14 10.155 9.376 19.607
H69 13.633 8.642 19.145
H70 12.902 10.842 18.543
H71 12.049 9.475 17.868
H72 10.627 11.116 18.571
H73 11.183 11.048 20.268
H74 10.713 8.636 19.937
O15 13.443 15.184 16.644
C27 12.552 14.165 16.032
C28 11.102 14.356 16.404
O16 10.697 13.774 17.626
H75 13.797 14.731 17.421
H76 12.645 14.226 14.994
H77 12.890 13.178 16.401
H78 10.429 13.888 15.687
H79 10.823 15.404 16.451
H80 11.118 14.231 18.356
O17 15.703 15.792 14.966
C29 15.671 14.732 14.039
C30 17.047 14.436 13.595
O18 16.927 13.245 12.792
H81 14.834 15.868 15.323
H82 15.216 13.817 14.496
H83 15.094 15.028 13.182
H84 17.652 14.215 14.411
H85 17.414 15.221 12.950
H86 17.778 12.821 12.737

Summary:
lowest unoccupied orbital energy = 0.440 eV
SMILES = COC[C@H](C)N.COC[C@H](C)N.COC[C@H](C)N.COC[C@H](C)N.OCCO.OCCO.OCCO.OCCO.OCCO.OCCO.OCCO
frontier orbital gap = 9.59 eV

---

Most stable structure: Q

---

P | C7H13N4O2S | wB97M-V/def2-TZVPD

Cartesian coordinates (Å):
C1 -0.221 0.374 1.358
C2 1.202 0.133 1.710
C3 -2.818 0.728 -0.659
C4 0.838 1.253 0.817
C5 0.490 -1.398 0.263
C6 -3.090 -1.621 -1.076
C7 2.602 1.832 -1.371
N1 -0.590 -0.666 0.386
N2 1.564 -1.036 0.970
N3 0.737 -2.371 -0.636
N4 2.007 -2.772 -0.884
O1 -2.598 1.701 -0.055
O2 -3.310 -0.224 -1.209
S1 0.885 1.365 -1.023
H1 -1.013 0.929 1.864
H2 1.775 0.283 2.612
H3 0.892 2.158 1.261
H4 -3.991 -2.152 -1.091
H5 -2.407 -1.805 -0.169
H6 -2.494 -1.922 -1.935
H7 2.760 2.168 -2.476
H8 3.327 0.960 -1.088
H9 3.135 2.670 -0.892
H10 0.014 -2.884 -1.138
H11 2.623 -2.055 -1.286
H12 2.283 -1.688 1.358
H13 2.462 -3.471 -0.267

Summary:
lowest unoccupied orbital energy = -3.883 eV
charge = +1
frontier orbital gap = 7.35 eV

---

Q | C7H13N4O2S | wB97M-V/def2-TZVPD

Cartesian coordinates (Å):
C1 -1.119 -0.549 -2.451
C2 -1.137 0.583 -1.732
N1 0.155 1.143 -1.507
C3 1.157 0.927 -0.792
N2 1.226 -0.165 0.217
C4 0.137 -0.733 0.682
N3 0.065 -2.051 0.887
C5 -0.812 -2.874 1.679
N4 -1.787 -2.237 2.358
S1 -0.514 -4.471 1.496
O1 -0.868 -0.117 1.037
C6 -0.819 1.287 1.632
O2 2.347 1.412 -0.747
C7 2.611 2.558 -1.634
H1 -2.080 -0.936 -2.711
H2 -0.280 -0.996 -2.834
H3 -1.989 1.219 -1.366
H4 2.066 -0.671 0.235
H5 0.545 -2.758 0.315
H6 -1.950 -1.260 2.560
H7 -2.452 -2.681 2.899
H8 -0.992 1.948 0.835
H9 0.265 1.442 2.040
H10 -1.557 1.422 2.391
H11 1.842 2.508 -2.408
H12 3.555 2.512 -2.048
H13 2.385 3.538 -1.035

Summary:
lowest unoccupied orbital energy = -3.630 eV
charge = +1
SMILES = C=C/N=C(\N/C(=[NH+]/C(N)=S)OC)OC
frontier orbital gap = 8.74 eV

---

Most stable structure: Q

---

P | C7H12NP | wB97M-V/def2-TZVPD

Cartesian coordinates (Å):
H1 -2.045 -0.530 -1.851
N1 -2.559 0.054 -1.226
C1 -2.441 -0.270 -0.011
C2 -3.275 0.260 1.001
C3 -1.268 -0.950 0.519
P1 -0.082 -1.504 -0.564
H2 -0.796 -1.424 -1.758
H3 -2.784 0.924 1.693
H4 -3.846 -0.498 1.598
H5 -4.052 0.990 0.583
H6 -0.994 -0.917 1.547
C4 3.126 -1.472 0.648
C5 2.584 -0.301 0.362
C6 2.595 0.975 0.079
C7 1.680 1.666 -0.900
H7 3.675 -1.904 -0.187
H8 2.654 -2.176 1.404
H9 3.391 1.558 0.489
H10 2.118 1.563 -1.844
H11 1.624 2.724 -0.659
H12 0.697 1.233 -0.923

Summary:
lowest unoccupied orbital energy = -0.774 eV
SMILES = [H]/N=C(C)\C=P/[H].C=C=CC
frontier orbital gap = 8.24 eV

---

Q | C7H12NP | wB97M-V/def2-TZVPD

Cartesian coordinates (Å):
C1 -2.365 1.289 -0.890
C2 -1.242 1.105 0.061
N1 -0.225 1.862 -0.030
C3 1.025 1.526 0.378
C4 1.663 0.394 0.018
C5 3.219 0.478 0.049
P1 0.910 -1.021 -0.810
C6 -0.185 -1.468 0.382
C7 -1.138 -2.624 0.196
H1 -2.374 0.585 -1.636
H2 -2.308 2.182 -1.614
H3 -3.377 1.204 -0.403
H4 -1.462 0.423 0.907
H5 1.569 2.287 0.860
H6 3.527 1.118 0.971
H7 3.631 0.941 -0.748
H8 3.688 -0.487 0.242
H9 -0.066 -1.209 1.464
H10 -1.650 -2.498 -0.854
H11 -1.979 -2.470 0.889
H12 -0.862 -3.615 0.567

Summary:
lowest unoccupied orbital energy = 0.283 eV
SMILES = C/C=N/C=C(C)\P=C\C
frontier orbital gap = 8.31 eV

---

Most stable structure: Q